Below is a structure of composition C36H37NP2PdSe at a distorted geometry, with properties calculated with ωB97M-V/def2-TZVPD.

Output
**Frontier orbital gap (spin up / spin down)**: 0.21171 / 0.22306 Ha
**ΔE to the lowest compared entry with this formula, charge and spin**: 0.00 kJ/mol
**Net charge**: 0
**Spin multiplicity**: 3
**Max |F|**: 4.58 eV/A
**⟨S²⟩**: 2.0177

Geometry as XYZ:
```
78
Properties=species:S:1:pos:R:3:forces:R:3
Pd -2.778256 -0.563665 0.230420 -2.86 -0.89 0.30
C 4.752112 -0.060272 1.424658 -0.13 0.05 0.34
C 4.081191 1.082198 1.602959 0.34 -0.15 0.33
C 4.183323 2.373668 0.835851 -0.02 0.06 -0.33
C 4.811430 2.293319 -0.578831 -0.11 0.39 0.29
C 4.059729 1.361849 -1.496092 -0.05 -0.23 -0.31
C 4.197496 0.038573 -1.636011 0.13 0.34 -0.36
C 5.151239 -0.897079 -0.946849 0.11 -0.11 0.42
C 5.784460 -0.396825 0.377337 0.09 -0.32 -0.28
C -4.563703 -1.385264 -1.176316 -1.17 -0.40 -1.85
H 4.559988 -0.887318 2.123735 -0.12 0.42 -0.25
H 3.402223 1.143344 2.461977 0.14 -0.18 -0.26
H 4.736766 3.131816 1.418867 -0.18 -0.30 -0.06
H 3.157687 2.766334 0.738005 0.22 0.01 -0.03
H 4.738661 3.307907 -1.007230 0.16 -0.35 0.12
H 5.880563 2.055613 -0.502222 -0.43 0.12 -0.14
H 3.323853 1.876040 -2.130396 0.17 -0.36 0.21
H 3.593824 -0.461867 -2.400535 0.01 0.24 0.21
H 5.968106 -1.195801 -1.627880 -0.31 0.15 0.07
H 4.592828 -1.823215 -0.733225 0.16 0.17 -0.02
H 6.390784 -1.232857 0.767485 -0.11 0.38 -0.14
H 6.474454 0.432327 0.173761 -0.22 -0.36 0.18
H -4.684524 -2.509188 -1.098930 -0.22 1.60 -0.12
H -4.146947 -1.039838 -2.125288 1.39 -0.29 -0.20
H -5.445197 -0.723088 -1.273964 0.00 -1.19 0.28
P -1.301109 0.104768 1.657839 -0.15 -0.41 0.25
P -1.465643 -0.153810 -1.454728 -0.44 -0.03 -0.27
C 0.027176 0.720918 0.630601 0.66 0.21 -0.97
C -0.058580 0.632185 -0.710635 0.81 0.43 0.80
C -1.682609 1.462015 2.776558 0.35 0.43 0.47
C -0.682469 2.385016 3.133388 -0.56 0.35 0.23
C -0.993022 3.447457 3.990445 -0.06 -0.14 -0.02
C -2.287226 3.576176 4.512425 0.01 -0.26 -0.21
C -3.272501 2.637350 4.172323 0.21 -0.01 0.01
C -2.974343 1.574054 3.310366 0.18 0.34 0.07
C -0.569716 -1.201226 2.678107 0.69 0.18 0.38
C -0.312068 -2.462689 2.115915 -0.08 -0.14 0.50
C 0.208946 -3.480210 2.925680 0.04 0.27 0.01
C 0.505513 -3.233560 4.274015 -0.12 0.26 -0.12
C 0.283167 -1.960538 4.815474 0.01 -0.13 -0.18
C -0.235159 -0.937970 4.016739 -0.08 -0.51 -0.03
C -2.053962 0.926166 -2.782084 0.58 0.36 -0.57
C -2.800702 2.083285 -2.492478 -0.11 -0.19 -0.41
C -3.256372 2.888442 -3.544946 0.18 -0.14 -0.01
C -2.948804 2.563508 -4.873808 0.12 -0.23 0.18
C -2.178272 1.427369 -5.152963 -0.06 0.12 0.13
C -1.714967 0.621037 -4.112177 -0.45 0.23 0.01
C -0.788833 -1.616214 -2.265352 0.57 0.03 -0.52
C -1.607344 -2.725074 -2.510994 0.30 -0.22 0.02
C -1.066768 -3.863829 -3.117503 0.18 0.17 -0.06
C 0.280487 -3.888136 -3.500646 -0.09 0.19 0.12
C 1.091444 -2.765454 -3.280137 -0.16 -0.03 -0.02
C 0.556911 -1.622858 -2.677422 -0.14 -0.63 -0.01
H 0.894817 1.131117 1.134698 0.25 0.05 -0.31
H 0.710909 0.981766 -1.387391 0.34 0.27 0.30
H 0.330703 2.290867 2.739512 -0.32 0.06 0.16
H -0.219733 4.174865 4.254219 -0.29 -0.26 -0.08
H -2.526644 4.407706 5.185362 0.09 -0.37 -0.31
H -4.280900 2.733865 4.581018 0.33 -0.04 -0.14
H -3.739163 0.838738 3.042058 0.22 0.27 0.03
H -0.557696 -2.660467 1.066677 0.06 0.09 0.37
H 0.380311 -4.473223 2.504828 -0.04 0.32 0.11
H 0.909656 -4.031371 4.905092 -0.18 0.29 -0.27
H 0.503482 -1.759661 5.866188 -0.01 -0.10 -0.33
H -0.410370 0.052699 4.442575 0.05 -0.37 -0.12
H -3.053216 2.333466 -1.456896 0.08 -0.13 -0.35
H -3.860636 3.773526 -3.331150 0.22 -0.30 -0.04
H -3.306542 3.190895 -5.696162 0.10 -0.23 0.36
H -1.935564 1.158201 -6.183367 -0.09 0.16 0.30
H -1.118992 -0.267710 -4.331342 -0.22 0.33 0.02
H -2.657139 -2.706003 -2.215447 0.35 0.00 -0.05
H -1.703568 -4.734024 -3.289762 0.22 0.27 0.03
H 0.698872 -4.782545 -3.973607 -0.16 0.36 0.20
H 2.142999 -2.778414 -3.583072 -0.39 -0.01 0.09
H 1.194140 -0.752139 -2.516362 -0.18 -0.29 -0.04
Se -7.951075 -1.681789 0.701646 -0.69 -0.31 -0.33
C -6.263699 -1.310734 0.707065 3.89 1.55 1.87
N -5.106218 -0.954520 0.878333 -3.03 -0.91 0.30
```
Forces are in eV/Å.